ORCA calculation (ωB97M-V/def2-TZVPD) on a cluster of 14 separate species, C48H121N5O14 in total.

XYZ file:
```
188
Properties=species:S:1:pos:R:3:lowdin_charge:R:1
C -0.339 -0.607 3.082 -0.03
C -0.524 0.572 2.097 -0.50
C 0.536 0.539 1.023 -0.14
C 0.337 -0.543 -0.025 -0.16
C -1.079 -0.471 -0.558 -0.14
C -2.184 -0.460 0.491 -0.49
N -1.827 0.585 1.447 -0.06
O -2.889 0.727 2.389 -0.04
C -3.469 -0.074 -0.222 -0.03
C -2.315 -1.855 1.114 -0.01
C -0.353 1.862 2.879 -0.03
H 0.161 -0.298 4.012 0.07
H 0.267 -1.435 2.715 0.07
H -1.310 -0.896 3.491 0.08
H 0.664 1.534 0.579 0.11
H 1.496 0.343 1.518 0.12
H 0.461 -1.505 0.489 0.09
H 1.024 -0.526 -0.874 0.10
H -1.271 -1.226 -1.330 0.12
H -1.162 0.464 -1.129 0.10
H -4.269 0.136 0.489 0.03
H -3.327 0.809 -0.847 0.08
H -3.845 -0.873 -0.867 0.09
H -2.512 -2.564 0.296 0.08
H -1.343 -2.149 1.499 0.04
H -3.084 -2.070 1.856 0.08
H -0.494 2.730 2.220 0.08
H 0.628 1.982 3.329 0.09
H -1.171 1.969 3.594 0.09
H -2.907 1.659 2.662 0.06
C 0.957 -2.537 -8.250 -0.04
C 1.547 -2.642 -6.844 -0.53
C 1.806 -1.227 -6.362 -0.14
C 1.873 -1.075 -4.828 -0.16
C 0.590 -1.673 -4.243 -0.15
C 0.413 -3.137 -4.553 -0.52
N 0.548 -3.290 -5.999 -0.11
O 0.192 -4.566 -6.495 -0.01
C 1.391 -4.022 -3.765 -0.01
C -1.016 -3.504 -4.182 -0.03
C 2.888 -3.392 -6.880 -0.03
H 1.697 -2.060 -8.905 0.09
H 0.083 -1.890 -8.259 0.08
H 0.782 -3.523 -8.675 0.08
H 2.789 -0.891 -6.708 0.12
H 1.092 -0.504 -6.764 0.12
H 1.910 -0.002 -4.634 0.10
H 2.707 -1.654 -4.426 0.09
H -0.219 -1.046 -4.639 0.12
H 0.505 -1.531 -3.157 0.10
H 0.968 -5.012 -3.581 0.09
H 2.290 -4.229 -4.348 0.07
H 1.705 -3.558 -2.829 0.07
H -1.063 -3.664 -3.097 0.09
H -1.776 -2.776 -4.460 0.09
H -1.294 -4.479 -4.589 0.08
H 3.563 -2.996 -7.649 0.08
H 2.775 -4.455 -7.097 0.09
H 3.448 -3.241 -5.953 0.07
H -0.759 -4.506 -6.640 0.10
C -0.277 2.236 -3.589 -0.01
C 0.093 3.507 -2.792 -0.51
C 1.334 3.200 -1.966 -0.15
C 2.626 3.122 -2.761 -0.17
C 2.810 4.489 -3.402 -0.13
C 1.647 4.889 -4.337 -0.53
N 0.385 4.660 -3.636 -0.10
O -0.735 4.943 -4.469 -0.01
C 1.796 6.379 -4.587 -0.04
C 1.762 4.099 -5.638 -0.03
C -1.041 3.849 -1.836 -0.03
H 0.436 2.015 -4.383 0.06
H -1.304 2.249 -3.946 0.09
H -0.201 1.399 -2.885 0.06
H 1.495 3.850 -1.100 0.13
H 1.157 2.227 -1.483 0.10
H 2.612 2.323 -3.505 0.10
H 3.430 2.925 -2.049 0.09
H 3.705 4.519 -4.034 0.13
H 2.923 5.254 -2.630 0.12
H 1.876 6.953 -3.664 0.09
H 2.729 6.558 -5.133 0.09
H 1.016 6.805 -5.223 0.08
H 2.063 3.057 -5.501 0.07
H 0.810 4.083 -6.173 0.08
H 2.503 4.529 -6.318 0.08
H -0.931 4.902 -1.537 0.09
H -0.925 3.303 -0.896 0.07
H -2.057 3.836 -2.228 0.08
H -0.875 5.887 -4.342 0.10
C 4.255 2.869 1.146 -0.64
O 3.252 3.531 1.402 0.02
N 4.232 1.765 0.329 0.17
N 5.506 3.225 1.604 0.15
H 5.053 1.335 -0.053 0.09
H 3.351 1.429 -0.004 0.08
H 6.288 2.625 1.425 0.09
H 5.577 3.903 2.337 0.10
C -6.062 -0.575 2.103 -0.07
C -5.636 0.006 3.447 -0.32
O -6.470 -0.443 4.489 -0.07
H -5.887 -1.653 2.068 0.07
H -5.449 -0.174 1.287 0.03
H -7.099 -0.311 1.905 0.08
H -5.704 1.096 3.389 0.10
H -4.581 -0.229 3.628 0.09
H -6.121 -1.288 4.796 0.04
C -4.195 3.579 0.519 -0.07
C -3.370 4.137 1.658 -0.30
O -3.660 3.496 2.895 -0.08
H -5.275 3.703 0.617 0.08
H -3.943 2.527 0.386 0.05
H -3.890 4.051 -0.421 0.07
H -3.467 5.231 1.675 0.11
H -2.326 3.953 1.393 0.09
H -4.616 3.384 2.941 0.09
C -5.156 -4.055 -1.687 -0.09
C -4.663 -5.334 -1.006 -0.33
O -4.464 -6.366 -1.944 -0.07
H -5.310 -3.308 -0.896 0.06
H -6.145 -4.161 -2.134 0.07
H -4.405 -3.697 -2.388 0.07
H -5.394 -5.579 -0.229 0.11
H -3.702 -5.106 -0.548 0.10
H -5.331 -6.746 -2.120 0.08
C 0.025 -3.524 4.802 -0.09
C -0.408 -4.421 3.662 -0.31
O 0.276 -5.670 3.706 -0.07
H 0.035 -3.999 5.782 0.09
H -0.650 -2.666 4.864 0.05
H 1.009 -3.085 4.616 0.05
H -0.336 -3.935 2.678 0.08
H -1.485 -4.604 3.726 0.10
H 1.212 -5.477 3.826 0.07
C 4.193 -1.089 3.431 -0.08
C 3.385 -0.886 4.686 -0.30
O 3.163 -2.173 5.283 -0.10
H 3.673 -1.674 2.677 0.06
H 5.198 -1.426 3.687 0.08
H 4.358 -0.108 2.971 0.06
H 2.432 -0.420 4.430 0.09
H 3.933 -0.301 5.425 0.12
H 3.431 -2.183 6.203 0.08
C 4.836 -0.548 -2.352 -0.07
C 3.895 -1.634 -1.863 -0.32
O 3.901 -1.728 -0.437 -0.10
H 4.814 -0.574 -3.445 0.07
H 5.851 -0.783 -2.034 0.08
H 4.523 0.448 -2.043 0.04
H 4.250 -2.594 -2.260 0.12
H 2.887 -1.488 -2.266 0.08
H 3.908 -2.677 -0.241 0.03
C -3.271 -3.303 5.568 -0.09
C -4.565 -4.078 5.644 -0.30
O -5.669 -3.163 5.650 -0.08
H -3.234 -2.453 6.253 0.09
H -3.166 -2.912 4.552 0.07
H -2.417 -3.905 5.868 0.06
H -4.515 -4.681 6.562 0.11
H -4.687 -4.770 4.806 0.11
H -6.433 -3.646 5.977 0.09
C 0.112 7.033 3.471 -0.09
C 0.774 6.046 2.526 -0.33
O 1.113 4.883 3.265 -0.10
H -0.194 7.934 2.942 0.07
H 0.817 7.268 4.267 0.07
H -0.777 6.575 3.910 0.07
H 1.688 6.510 2.127 0.11
H 0.143 5.809 1.659 0.10
H 1.695 4.398 2.660 0.04
C 0.179 4.597 7.193 -0.09
C 0.748 3.528 6.285 -0.32
O 1.045 2.365 7.078 -0.09
H -0.119 5.467 6.610 0.07
H 0.952 4.938 7.894 0.07
H -0.623 4.214 7.821 0.08
H 1.609 3.895 5.723 0.10
H -0.037 3.274 5.560 0.10
H 1.176 1.631 6.471 0.06
C 1.626 -4.515 0.233 -0.06
C 2.868 -4.935 1.000 -0.30
O 4.010 -4.651 0.186 -0.08
H 1.558 -5.040 -0.717 0.08
H 1.680 -3.430 0.090 0.06
H 0.737 -4.642 0.852 0.06
H 2.804 -5.971 1.347 0.11
H 2.914 -4.308 1.906 0.11
H 4.805 -4.890 0.673 0.10
```

## Properties
- energy above the lowest of the compared OMol25 structures with the same formula, charge and spin (kcal per mole) = 0.0
- gap between HOMO and LUMO (Ha) = 0.3082
- electronic energy (eV) = -87849.4377
- highest occupied orbital energy (eV) = -8.0
- charge = 0
- spin multiplicity = 1
- LUMO energy (eV) = 0.34

ORCA calculation (ωB97M-V/def2-TZVPD) on a cluster of 10 separate species, C48H122N6O12S4 in total.

XYZ file:
```
192
Properties=species:S:1:pos:R:3:lowdin_charge:R:1
C -4.852 1.085 -3.972 -0.05
C -4.129 0.069 -3.135 -0.25
O -3.785 -1.055 -3.989 -0.26
S -3.525 -2.468 -3.358 0.53
C -2.157 -2.172 -2.276 -0.11
O -4.651 -2.821 -2.550 -0.28
O -3.114 -3.295 -4.441 -0.26
H -5.176 1.874 -3.291 0.08
H -5.764 0.665 -4.397 0.09
H -4.237 1.527 -4.751 0.07
H -3.187 0.486 -2.763 0.11
H -4.750 -0.284 -2.311 0.12
H -2.520 -1.648 -1.400 0.04
H -1.439 -1.579 -2.832 0.04
H -1.766 -3.151 -2.005 0.08
C -1.188 1.511 4.791 -0.06
C -1.331 1.995 6.209 -0.27
O -2.346 1.192 6.858 -0.25
S -2.068 0.692 8.320 0.53
C -1.827 2.195 9.207 -0.12
O -3.287 0.110 8.730 -0.26
O -0.852 -0.050 8.315 -0.27
H -0.406 2.102 4.297 0.08
H -2.090 1.668 4.196 0.08
H -0.866 0.472 4.769 0.07
H -0.373 1.782 6.691 0.07
H -1.553 3.056 6.319 0.12
H -1.531 1.927 10.217 0.08
H -2.764 2.742 9.202 0.08
H -1.033 2.747 8.709 0.06
C 0.464 -2.292 4.134 -0.05
C 1.163 -1.993 2.841 -0.27
O 2.543 -2.420 2.943 -0.25
S 3.407 -2.313 1.617 0.55
C 4.844 -3.056 2.259 -0.11
O 2.830 -3.168 0.626 -0.27
O 3.622 -0.933 1.333 -0.27
H -0.609 -2.164 3.960 0.08
H 0.772 -1.625 4.936 0.08
H 0.581 -3.332 4.433 0.09
H 0.689 -2.509 2.003 0.11
H 1.136 -0.921 2.623 0.11
H 5.086 -2.568 3.196 0.08
H 5.612 -2.970 1.496 0.08
H 4.600 -4.102 2.421 0.08
C -6.607 -0.595 1.725 -0.06
C -6.447 0.873 2.069 -0.23
O -5.769 1.508 0.940 -0.27
S -5.998 3.044 0.698 0.53
C -4.778 3.745 1.749 -0.12
O -5.603 3.277 -0.647 -0.27
O -7.291 3.403 1.172 -0.27
H -7.040 -1.144 2.561 0.09
H -5.647 -1.060 1.491 0.06
H -7.251 -0.735 0.856 0.09
H -7.404 1.343 2.269 0.11
H -5.779 0.978 2.928 0.12
H -3.850 3.219 1.542 0.05
H -5.082 3.588 2.783 0.07
H -4.719 4.810 1.549 0.08
C 1.346 -0.535 -1.695 -0.06
C 0.694 -0.445 -0.328 -0.25
N -0.632 0.162 -0.313 -0.17
C -0.619 1.587 -0.618 -0.24
C -0.300 2.495 0.568 -0.07
C -1.356 -0.203 0.888 -0.26
C -2.820 0.203 0.895 -0.07
H 0.609 -0.821 -2.452 0.05
H 2.073 -1.349 -1.705 0.06
H 1.838 0.377 -2.032 0.06
H 0.581 -1.473 0.030 0.10
H 1.352 0.055 0.403 0.09
H 0.071 1.727 -1.450 0.08
H -1.588 1.847 -1.072 0.11
H -1.094 2.470 1.318 0.06
H 0.575 2.052 1.053 0.06
H -0.140 3.531 0.278 0.08
H -0.886 0.220 1.796 0.10
H -1.299 -1.288 1.028 0.09
H -3.356 -0.271 1.716 0.06
H -3.337 -0.053 -0.035 0.07
H -2.949 1.287 0.952 0.05
C 4.768 -3.119 -3.259 -0.09
C 3.374 -2.877 -3.819 -0.28
N 3.094 -3.495 -5.093 -0.20
C 1.731 -3.288 -5.542 -0.24
C 0.706 -3.706 -4.497 -0.08
C 4.105 -3.252 -6.094 -0.27
C 3.869 -3.987 -7.409 -0.10
H 4.807 -2.682 -2.257 0.06
H 5.580 -2.720 -3.863 0.06
H 4.932 -4.187 -3.087 0.08
H 2.681 -3.260 -3.066 0.10
H 3.164 -1.783 -3.860 0.12
H 1.561 -2.223 -5.783 0.12
H 1.619 -3.912 -6.424 0.10
H 0.625 -2.987 -3.675 0.04
H -0.287 -3.785 -4.941 0.07
H 0.967 -4.656 -4.023 0.09
H 5.063 -3.600 -5.705 0.10
H 4.258 -2.171 -6.308 0.12
H 3.077 -3.544 -8.011 0.07
H 3.718 -5.054 -7.239 0.08
H 4.769 -3.926 -8.030 0.07
C -0.110 3.983 -7.585 -0.09
C -0.692 2.802 -6.797 -0.26
N -0.333 2.817 -5.390 -0.19
C -0.822 1.663 -4.671 -0.26
C -0.424 0.324 -5.257 -0.07
C -0.712 4.066 -4.743 -0.26
C -0.405 4.092 -3.261 -0.10
H -0.589 4.922 -7.303 0.06
H -0.319 3.808 -8.638 0.07
H 0.954 4.111 -7.385 0.08
H -1.796 2.830 -6.909 0.12
H -0.293 1.895 -7.240 0.10
H -0.505 1.665 -3.631 0.09
H -1.936 1.695 -4.661 0.11
H -0.727 0.171 -6.289 0.07
H 0.648 0.148 -5.158 0.07
H -0.948 -0.456 -4.694 0.06
H -1.801 4.249 -4.856 0.13
H -0.153 4.881 -5.197 0.10
H 0.625 3.819 -3.012 0.07
H -1.069 3.479 -2.656 0.05
H -0.493 5.127 -2.914 0.08
C 2.302 4.376 2.297 -0.08
C 3.120 3.968 3.505 -0.27
N 2.344 3.691 4.696 -0.20
C 3.139 3.091 5.762 -0.24
C 2.338 2.073 6.573 -0.08
C 1.437 4.755 5.143 -0.24
C 2.133 6.041 5.584 -0.08
H 1.504 3.654 2.145 0.05
H 2.929 4.398 1.404 0.07
H 1.899 5.385 2.402 0.07
H 3.695 3.071 3.258 0.11
H 3.901 4.741 3.668 0.12
H 3.503 3.861 6.455 0.11
H 3.997 2.582 5.328 0.11
H 1.736 2.573 7.349 0.06
H 2.982 1.451 7.200 0.08
H 1.641 1.505 5.964 0.06
H 0.833 4.962 4.261 0.10
H 0.824 4.310 5.927 0.10
H 2.747 6.486 4.800 0.07
H 1.389 6.818 5.805 0.07
H 2.711 5.932 6.502 0.06
C -3.212 -3.291 1.344 -0.09
C -3.975 -4.545 1.734 -0.25
N -3.502 -5.729 1.035 -0.19
C -3.755 -5.665 -0.394 -0.25
C -5.214 -5.598 -0.868 -0.09
C -3.984 -6.970 1.641 -0.27
C -3.243 -7.327 2.906 -0.09
H -3.114 -2.636 2.215 0.07
H -3.771 -2.725 0.590 0.06
H -2.222 -3.475 0.927 0.07
H -3.837 -4.760 2.795 0.10
H -5.055 -4.369 1.606 0.11
H -3.228 -4.824 -0.852 0.09
H -3.325 -6.561 -0.857 0.12
H -5.188 -5.502 -1.953 0.07
H -5.786 -6.509 -0.666 0.07
H -5.762 -4.770 -0.418 0.06
H -3.808 -7.757 0.899 0.11
H -5.080 -6.953 1.769 0.12
H -3.440 -6.614 3.711 0.06
H -2.170 -7.298 2.723 0.08
H -3.560 -8.306 3.266 0.07
C 7.457 1.350 0.320 -0.09
C 6.003 0.901 0.274 -0.26
N 5.245 1.553 -0.797 -0.16
C 5.256 0.786 -2.030 -0.26
C 6.590 0.754 -2.780 -0.08
C 3.873 1.869 -0.416 -0.27
C 3.274 2.955 -1.287 -0.08
H 7.938 1.009 1.238 0.07
H 7.450 2.442 0.293 0.08
H 8.048 1.038 -0.537 0.05
H 5.875 -0.190 0.236 0.10
H 5.581 1.232 1.225 0.10
H 4.926 -0.263 -1.891 0.11
H 4.529 1.210 -2.723 0.10
H 6.413 0.286 -3.755 0.07
H 6.972 1.756 -2.973 0.08
H 7.339 0.135 -2.289 0.06
H 3.918 2.244 0.613 0.10
H 3.222 0.990 -0.348 0.08
H 3.119 2.624 -2.312 0.06
H 3.871 3.862 -1.223 0.08
H 2.286 3.201 -0.879 0.05
```

## Properties
- energy above the lowest of the compared OMol25 structures with the same formula, charge and spin (kcal per mole) = 0.0
- gap between HOMO and LUMO (Ha) = 0.2970
- SMILES string = CCOS(C)(=O)=O.CCOS(C)(=O)=O.CCOS(C)(=O)=O.CCOS(C)(=O)=O.CCN(CC)CC.CCN(CC)CC.CCN(CC)CC.CCN(CC)CC.CCN(CC)CC.CCN(CC)CC
- electronic energy (eV) = -128603.7270
- highest occupied orbital energy (eV) = -8.0
- charge = 0
- spin multiplicity = 1
- LUMO energy (eV) = 0.05